(1)
C34H31AgCl5N3OTe | ωB97M-V/def2-TZVPD

total charge = -1
strongest force on any atom = 0.0231 hartree/bohr
E_tot = -4269.7026 Ha
<S²> = 0.763
spin multiplicity = 2
frontier orbital gap (alpha / beta) = 6.789 / 6.673 eV

Positions of all 76 atoms, in Å:
Ag 1.12 -0.73 0.01
Cl 1.28 -2.07 3.18
C 0.54 -3.11 2.00
C 0.63 -2.73 0.67
C 0.03 -3.62 -0.23
Cl 0.14 -3.23 -1.92
C -0.64 -4.77 0.15
Cl -1.39 -5.79 -1.02
C -0.73 -5.09 1.50
Cl -1.59 -6.49 2.01
C -0.12 -4.26 2.44
Cl -0.20 -4.66 4.12
C -6.32 2.80 3.97
C -5.06 2.46 3.22
C -4.00 1.83 3.85
C -2.82 1.53 3.17
C -1.70 0.86 3.92
C -2.70 1.84 1.81
Te -0.74 1.38 0.74
N 0.93 1.27 -0.68
C 1.10 2.09 -1.70
O 0.45 3.13 -1.93
C 2.23 1.71 -2.64
C 3.03 2.73 -3.15
C 4.12 2.43 -3.95
C 4.41 1.11 -4.26
C 3.59 0.09 -3.78
C 2.51 0.39 -2.98
C -1.85 0.20 -0.64
C -1.90 0.64 -1.96
C -2.59 -0.08 -2.92
C -3.25 -1.25 -2.57
C -3.21 -1.68 -1.25
C -2.52 -0.98 -0.27
C -2.51 -1.50 1.14
C -3.76 2.51 1.17
C -3.68 2.92 -0.28
C -4.92 2.81 1.88
H -6.27 2.45 5.00
H -7.19 2.35 3.50
H -6.48 3.88 3.99
H -4.09 1.56 4.90
H -1.97 0.71 4.97
H -0.79 1.47 3.89
H -1.45 -0.11 3.50
H 2.77 3.76 -2.91
H 4.75 3.23 -4.34
H 5.27 0.87 -4.88
H 3.81 -0.94 -4.04
H 1.87 -0.40 -2.61
H -1.40 1.55 -2.24
H -2.61 0.27 -3.95
H -3.79 -1.82 -3.31
H -3.71 -2.60 -0.98
H -2.77 -2.56 1.16
H -3.22 -0.95 1.75
H -1.52 -1.38 1.57
H -2.65 3.09 -0.59
H -4.25 3.84 -0.46
H -4.10 2.14 -0.92
H -5.74 3.32 1.38
C 6.49 1.53 -0.92
C 5.59 0.38 -0.62
C 5.79 -0.98 -0.66
C 4.56 -1.56 -0.28
N 3.68 -0.61 0.00
N 4.32 0.55 -0.21
C 4.21 -3.00 -0.14
H 7.45 1.16 -1.27
H 6.66 2.14 -0.03
H 6.06 2.16 -1.69
H 6.69 -1.50 -0.95
H 3.79 1.41 -0.16
H 5.06 -3.63 -0.42
H 3.35 -3.25 -0.76
H 3.93 -3.22 0.89

(2)
C34H31AsF6OPRhTe | ωB97M-V/def2-TZVPD

total charge = -1
strongest force on any atom = 0.0752 hartree/bohr
E_tot = -4944.3969 Ha
<S²> = 8.817
spin multiplicity = 6
frontier orbital gap (alpha / beta) = 5.685 / 6.901 eV
energy relative to the best compared isomer or geometry (same formula, charge and spin) = 47.3 kJ/mol

Positions of all 76 atoms, in Å:
Rh -22.75 2.89 3.34
F -24.20 1.04 3.42
P -25.82 0.94 2.98
F -25.83 2.55 2.83
F -27.39 0.80 2.55
F -25.70 -0.63 3.13
F -26.25 1.11 4.52
F -25.37 0.77 1.46
O -23.70 4.88 3.01
As -23.94 5.81 1.63
C -24.63 4.99 0.08
C -25.47 5.55 -0.86
C -26.01 4.85 -1.94
C -25.67 3.50 -2.07
C -24.86 2.92 -1.13
C -24.29 3.66 -0.06
C -22.32 6.71 1.08
C -22.03 6.98 -0.22
C -20.81 7.58 -0.48
C -19.90 7.94 0.47
C -20.14 7.59 1.82
C -21.38 6.96 2.12
C -25.29 7.17 1.91
C -26.43 6.91 2.61
C -27.54 7.80 2.68
C -27.38 9.05 2.11
C -26.19 9.44 1.46
C -25.16 8.49 1.35
H -25.67 6.63 -0.74
H -26.63 5.29 -2.73
H -26.04 2.86 -2.82
H -24.66 1.87 -1.06
H -23.65 3.16 0.65
H -22.65 6.67 -1.07
H -20.59 7.98 -1.42
H -18.89 8.33 0.15
H -19.36 7.71 2.57
H -21.67 6.56 3.14
H -26.51 5.97 3.19
H -28.41 7.47 3.23
H -28.17 9.77 2.29
H -26.13 10.44 1.10
H -24.25 8.76 0.86
C -21.44 2.42 1.75
C -20.70 2.25 0.67
C -20.65 3.24 -0.44
C -20.15 2.94 -1.64
C -19.52 1.67 -1.88
C -19.49 0.75 -0.85
C -19.95 1.06 0.37
H -21.08 4.24 -0.36
H -20.18 3.61 -2.51
H -19.13 1.47 -2.92
H -18.83 -0.15 -0.80
H -19.86 0.40 1.19
C -15.74 0.43 1.94
C -16.95 1.05 2.66
C -17.83 0.28 3.34
C -18.97 0.86 3.91
C -20.03 -0.05 4.47
C -19.11 2.23 3.96
Te -20.73 3.20 4.99
C -18.13 3.00 3.36
C -18.19 4.50 3.44
C -17.11 2.44 2.59
H -16.16 -0.49 1.48
H -14.94 0.17 2.63
H -15.28 1.07 1.17
H -17.67 -0.81 3.44
H -19.50 -0.86 4.95
H -20.65 -0.41 3.64
H -20.61 0.40 5.28
H -19.20 4.91 3.26
H -17.48 5.01 2.75
H -17.95 4.67 4.54
H -16.36 3.02 2.07

(3)
C34H31Br2FN5O5Rb | ωB97M-V/def2-TZVPD

strongest force on any atom = 0.0264 hartree/bohr
E_tot = -7236.1728 Ha
spin multiplicity = 1
frontier orbital gap = 4.053 eV
energy relative to the best compared isomer or geometry (same formula, charge and spin) = 0.0 kJ/mol

Positions of all 79 atoms, in Å:
Rb -0.95 -1.98 1.08
C -3.03 4.58 -3.17
C -2.84 4.59 -1.65
N -2.23 3.36 -1.17
C -3.05 2.39 -0.61
C -2.67 1.12 -0.40
C -3.52 0.11 0.40
O -4.66 -0.14 -0.04
O -2.93 -0.33 1.41
C -1.37 0.67 -0.87
O -1.06 -0.49 -1.07
C -0.43 1.78 -1.14
C 0.93 1.49 -1.19
C 1.82 2.48 -1.50
F 3.14 2.18 -1.59
C 1.40 3.78 -1.78
C 0.04 4.07 -1.69
C -0.90 3.09 -1.35
N 2.28 4.86 -2.14
C 2.18 5.29 -3.52
C 2.75 6.69 -3.66
N 4.18 6.65 -3.20
C 4.27 6.18 -1.78
C 3.66 4.79 -1.70
H -3.50 5.50 -3.51
H -3.65 3.73 -3.45
H -2.07 4.47 -3.68
H -3.80 4.69 -1.16
H -2.23 5.45 -1.35
H -4.04 2.72 -0.33
H 1.26 0.48 -0.98
H -0.27 5.09 -1.86
H 1.14 5.30 -3.82
H 2.72 4.60 -4.20
H 2.22 7.38 -3.01
H 2.71 7.04 -4.69
H 4.62 7.57 -3.31
H 4.69 5.99 -3.79
H 3.72 6.87 -1.16
H 5.32 6.16 -1.48
H 3.71 4.45 -0.67
H 4.27 4.09 -2.31
C 2.74 -5.52 1.88
C 2.21 -4.15 1.45
O 1.00 -4.03 1.32
C 3.18 -3.09 1.22
C 4.55 -3.38 1.15
C 5.50 -2.44 0.83
C 5.07 -1.13 0.55
C 3.75 -0.79 0.64
C 2.73 -1.73 1.01
O 1.54 -1.34 1.16
H 1.89 -6.19 2.01
H 3.29 -5.44 2.82
H 3.40 -5.95 1.13
H 4.89 -4.39 1.34
H 6.55 -2.70 0.78
H 5.81 -0.38 0.27
H 3.43 0.23 0.43
Br -8.37 -4.90 2.68
C -6.57 -4.42 2.29
C -6.30 -3.33 1.51
C -4.95 -3.03 1.27
N -3.96 -3.76 1.75
C -4.24 -4.82 2.51
C -5.54 -5.19 2.82
C -3.06 -5.57 3.04
C -3.18 -6.86 3.56
C -2.03 -7.46 4.04
Br -2.14 -9.22 4.76
C -0.82 -6.81 3.99
C -0.81 -5.54 3.43
N -1.90 -4.93 2.97
H -7.07 -2.70 1.09
H -4.70 -2.15 0.70
H -5.77 -6.03 3.46
H -4.12 -7.38 3.57
H 0.09 -7.26 4.36
H 0.11 -4.98 3.31